The following is a quantum chemistry calculation of a 6-piece molecular cluster, C50H90O17S2 overall at a distorted geometry, from the OMol25 dataset.

```
159
Properties=species:S:1:pos:R:3:mulliken_charge:R:1
C -0.34308 0.12272 7.22364 -0.9667
C -0.65364 0.75760 5.78666 -0.5176
C 0.70476 0.83466 4.96274 -0.0388
C 0.75090 -0.09950 3.68586 -0.2928
C 2.16712 -0.79209 3.45228 3.8524
C 3.24819 0.36914 3.43159 -2.3786
O 2.78879 1.55848 2.79647 -0.0777
C 3.81226 2.28449 2.19464 0.3471
C 5.22010 2.29867 2.59059 0.2195
C 6.21512 3.07199 1.85117 -0.9927
C 5.85755 3.87067 0.68497 -0.4100
C 4.44485 3.90741 0.29721 -0.5808
C 3.44076 3.12698 1.03909 -0.2894
C 2.31354 -1.55840 2.07991 0.0372
C 2.57426 -0.75517 0.73862 -1.2281
S 0.98544 -0.08344 0.08246 1.1440
O 0.85432 -0.48206 -1.32959 -0.7229
O 0.91228 1.37955 0.15654 -0.5840
C 3.48735 -2.60052 2.27263 -0.6291
S 5.15574 -2.25638 1.57207 -0.2009
O 3.40431 -2.88674 3.67024 -0.4968
C 2.46357 -2.05062 4.40490 0.8600
C 1.20225 -2.92813 4.83972 -0.8901
C 0.61938 -3.85662 3.69998 -0.6585
C -0.76018 -3.35231 3.08276 0.5307
C -1.80772 -4.54097 2.89663 -1.0376
C -3.22084 -4.06767 2.35745 -0.6714
C -3.44419 -2.50612 2.33404 0.2470
C -4.96682 -2.09862 2.09175 -0.6808
O -4.97641 -0.80966 1.41576 -0.4134
C -5.20805 0.23647 2.38256 -0.6999
C 3.20206 -1.78004 5.77905 -0.7079
C 4.75468 -1.43367 5.63730 -0.4365
C 5.07023 -0.29167 6.68640 -0.3474
C 6.10185 0.77795 6.19000 0.4483
O 6.95123 0.60046 5.36586 -0.5075
O 6.00942 2.03645 6.84056 -0.4438
C 4.98212 2.85176 6.24517 0.4981
C 3.79841 3.20879 7.22710 -1.1696
H -1.23411 -0.47781 7.53425 0.3099
H -0.13983 0.93310 7.98228 0.3159
H 0.60370 -0.48638 7.19048 0.1771
H -0.96140 1.82122 6.00028 0.4134
H -1.42628 0.18875 5.21387 0.1195
H 1.60180 0.72524 5.63896 -0.2969
H 0.77476 1.89584 4.57811 0.3238
H 0.50549 0.54997 2.79680 0.5391
H -0.08194 -0.84664 3.75888 -0.7145
H 3.48381 0.60994 4.51375 -0.0944
H 4.18510 -0.06843 2.99216 0.5398
H 5.51029 1.68812 3.48397 0.3003
H 7.29805 3.05480 2.13432 0.3690
H 6.58551 4.45405 0.06628 0.4051
H 4.12049 4.50849 -0.59016 0.3693
H 2.39280 3.21770 0.67005 0.3587
H 1.27013 -1.96101 1.89878 -0.7434
H 2.89653 -1.52008 -0.02762 0.7166
H 3.39424 0.00328 0.78010 0.2523
H -0.02264 -0.59134 0.88499 0.0006
H 3.12408 -3.50205 1.69110 0.5979
H 5.04545 -2.61125 0.25390 0.1956
H 0.39468 -2.24403 5.23867 0.1976
H 1.44644 -3.60906 5.70354 0.6097
H 1.32598 -4.07569 2.86222 0.1197
H 0.38262 -4.85731 4.17145 0.4949
H -1.20467 -2.64841 3.82855 -0.1266
H -0.63787 -2.90312 2.05644 -0.0039
H -1.35860 -5.32772 2.22567 0.3016
H -1.96831 -4.97667 3.92190 0.3484
H -3.36170 -4.42914 1.29700 0.2744
H -4.07583 -4.50056 2.95598 0.3205
H -2.79814 -1.97516 1.59241 0.0086
H -3.20979 -2.12361 3.37208 0.0934
H -5.49618 -1.96062 3.07593 0.3753
H -5.51174 -2.83618 1.44717 0.3874
H -4.57996 0.07921 3.30700 0.2578
H -6.30017 0.36565 2.61973 0.2928
H -4.86222 1.19415 1.91419 0.2372
H 3.16597 -2.66688 6.47556 0.6509
H 2.62804 -0.96935 6.30548 -0.5402
H 5.37335 -2.32392 5.93541 0.6303
H 5.05374 -1.18756 4.58829 0.1512
H 5.49227 -0.76641 7.61470 0.5862
H 4.16713 0.28831 7.02581 -0.1427
H 5.45740 3.83677 5.96400 0.3443
H 4.54722 2.43555 5.30159 -0.3688
H 4.03238 4.10839 7.86811 0.3488
H 2.87202 3.50254 6.64911 0.2586
H 3.51462 2.37753 7.92192 0.2786
C 10.96444 4.66666 -3.69524 -0.4603
C 10.15426 4.20062 -2.50341 -0.5598
O 9.41407 5.28345 -1.92769 -0.3669
C 8.21087 5.69263 -2.37165 0.8152
C 7.71402 5.19236 -3.70198 -0.9571
O 7.57906 6.50337 -1.74009 -0.5784
H 10.32820 5.04548 -4.49529 -0.0231
H 11.56756 3.84792 -4.09305 0.2857
H 11.62766 5.48444 -3.40618 0.2915
H 9.49722 3.36218 -2.74500 0.3586
H 10.83022 3.84728 -1.72308 0.3349
H 7.97104 5.91801 -4.47454 0.2430
H 6.62988 5.09332 -3.64707 0.3159
H 8.09803 4.21321 -3.97938 0.3175
C -7.08279 -0.87131 -4.48162 -0.8290
C -8.05464 -0.51239 -3.37880 -0.4694
O -8.36787 -1.65876 -2.57385 -0.3340
C -7.62183 -2.08357 -1.53876 0.8990
C -6.24046 -1.52080 -1.34863 -0.4700
O -8.04220 -2.95903 -0.81970 -0.6128
H -6.12820 -1.22052 -4.08234 0.2723
H -6.89353 -0.01021 -5.12391 0.3786
H -7.48517 -1.67797 -5.08757 0.1494
H -7.70419 0.31620 -2.75907 0.3558
H -8.99675 -0.18832 -3.82407 0.3938
H -5.51648 -2.18472 -1.82270 0.2942
H -6.03533 -1.46785 -0.27927 -0.3440
H -6.11641 -0.51130 -1.73370 0.3023
C 13.36672 3.94236 -8.79268 -1.0195
C 12.55141 3.48020 -7.60222 -0.4099
O 11.81403 4.56543 -7.02694 -0.3473
C 10.60948 4.98555 -7.46690 0.8035
C 10.10566 4.49096 -8.79632 -1.0708
O 9.98584 5.79984 -6.83198 -0.5521
H 12.73078 4.32259 -9.59344 0.2747
H 13.96732 3.12168 -9.18906 0.3649
H 14.03214 4.75791 -8.50297 0.3178
H 11.89172 2.64431 -7.84437 0.3709
H 13.22592 3.12568 -6.82145 0.3335
H 10.36607 5.21610 -9.56770 0.2730
H 9.02113 4.40062 -8.73950 0.3076
H 10.48181 3.50944 -9.07639 0.3560
C -12.10506 -2.65635 -7.29484 -0.8192
C -11.06742 -2.67819 -8.39955 -0.4402
O -9.90313 -1.92980 -8.02978 -0.3615
C -8.88736 -2.42689 -7.30199 0.8374
C -9.06786 -3.74358 -6.59529 -0.9448
O -7.87800 -1.78222 -7.16627 -0.5923
H -11.73320 -3.12312 -6.38196 0.1772
H -13.00977 -3.18166 -7.60759 0.3865
H -12.36562 -1.62800 -7.03871 0.2782
H -10.79960 -3.69216 -8.70474 0.3440
H -11.47398 -2.18677 -9.28469 0.3028
H -9.38736 -3.55524 -5.56882 0.1567
H -8.10850 -4.26110 -6.58454 0.3321
H -9.77372 -4.41438 -7.07978 0.3798
C -14.19185 -2.11049 -0.27764 -0.9615
C -14.00590 -3.04134 -1.45855 -0.3774
O -13.41415 -2.35770 -2.56842 -0.4001
C -12.08633 -2.17708 -2.72367 0.5722
C -11.16680 -2.45402 -1.56494 -0.4491
O -11.66468 -1.73188 -3.76228 -0.5018
H -13.23775 -1.72796 0.08746 0.2705
H -14.69406 -2.62618 0.54311 0.3528
H -14.78995 -1.24433 -0.56797 0.2987
H -13.43539 -3.93606 -1.20152 0.3683
H -14.98271 -3.38568 -1.80172 0.3110
H -10.97910 -1.52408 -1.02770 0.2188
H -10.22873 -2.83595 -1.95708 -0.0811
H -11.53933 -3.20687 -0.87327 0.3829
```

The LUMO energy comes out at 0.31 eV. The calculation puts the largest force on an atom at 0.090 hartree/bohr. Its energy is -109781.4483 eV. As for the total charge: 0. Its HOMO-LUMO gap is 8.66 eV. Its highest occupied orbital energy is -0.30671 Ha. As for the structure (SMILES): CCCC[C@]1(COc2ccccc2)[C@@H](C[SH](=O)=O)[C@@H](S)O[C@@]1(CCCCCCCOC)CCCC(=O)OCC.CCOC(C)=O.CCOC(C)=O.CCOC(C)=O.CCOC(C)=O.CCOC(C)=O. The calculation puts the molecular weight at 1027.39 g/mol.